[1]
A structure of composition C9H16N2O6, computed with the ωB97M-V functional and the def2-TZVPD basis.

Last column: natural (NBO) charge in e.
Geometry (Å):
O  -3.495  1.500  -1.071  -0.6916
O  4.381  -1.143  -0.889  -0.6810
O  -1.946  -0.775  1.653  -0.6836
O  2.171  -0.944  -1.512  -0.5703
O  -1.516  2.056  0.377  -0.6347
O  -4.765  -0.520  -0.878  -0.6018
N  1.203  2.834  0.023  -0.8429
N  -1.042  0.185  -0.945  -0.6297
C  -3.608  0.109  -0.790  0.7634
C  2.998  0.295  0.460  -0.5519
C  -0.729  -2.471  0.317  -0.6995
C  1.571  0.818  0.909  -0.4040
C  0.889  1.439  -0.179  -0.1449
C  -2.278  -0.651  -0.645  -0.1897
C  3.074  -0.596  -0.805  0.8031
C  -2.065  -1.624  0.599  0.0799
C  -0.694  1.199  -0.093  0.7122
H  -1.524  -1.476  2.512  0.4673
H  -1.247  -3.362  1.022  0.2334
H  0.389  -1.845  0.797  0.2298
H  0.653  3.255  0.753  0.3710
H  3.276  -0.393  1.399  0.2533
H  1.535  1.493  1.736  0.2420
H  -3.047  -2.294  0.557  0.1972
H  -2.402  -1.160  -1.596  0.2510
H  0.942  -0.043  1.264  0.2068
H  3.729  1.187  0.358  0.2476
H  1.195  1.256  -1.282  0.2316
H  -0.540  -2.903  -0.925  0.2577
H  -2.721  1.671  -0.378  0.4897
H  0.988  3.490  -0.790  0.3667
H  -0.342  -0.215  -1.581  0.4341
H  4.969  -0.373  -0.377  0.4876

Energy relative to the best compared isomer or geometry (same formula, charge and spin) = 7.086 eV
HOMO level = -9.63 eV
Energy = -913.3088 hartree
Orbital gap = 9.68 eV


[2]
A structure of composition C9H16N2PRhS, computed with the ωB97M-V functional and the def2-TZVPD basis.

Last column: natural (NBO) charge in e.
Geometry (Å):
Rh  0.280  -1.374  -1.496  0.6181
S  0.837  -0.959  0.770  -0.1800
P  0.412  -3.635  -0.730  0.0989
N  -1.138  0.666  1.712  -0.6257
N  1.066  1.336  1.951  -0.6333
C  -0.608  2.440  3.316  -0.4295
C  -1.548  1.299  2.991  -0.2122
C  -0.214  -1.994  -3.187  -0.4824
C  -0.120  0.179  -4.344  -0.1774
C  0.156  0.457  1.451  0.0523
C  -0.390  -1.202  -4.312  -0.2404
C  0.452  0.915  -3.285  -0.3186
C  0.824  1.965  3.267  -0.2154
C  0.781  0.370  -2.049  -0.2966
H  1.292  1.024  -1.312  0.1941
H  0.653  1.984  -3.427  0.2125
H  -0.745  3.242  2.589  0.2116
H  -0.345  0.726  -5.271  0.2040
H  2.020  1.070  1.717  0.3918
H  -1.773  -0.016  1.286  0.3941
H  -0.344  -3.085  -3.269  0.1690
H  0.374  -4.698  -1.701  0.0145
H  -0.506  -4.076  0.286  0.0425
H  1.664  -3.917  -0.089  0.0416
H  -0.832  2.853  4.299  0.2161
H  1.560  2.765  3.359  0.2050
H  1.008  1.210  4.045  0.1659
H  -2.587  1.617  2.886  0.2053
H  -0.746  -1.692  -5.224  0.2059
H  -1.483  0.528  3.770  0.1683

2S+1 = 5
HOMO level (spin up / spin down) = -4.28 / -7.97 eV
<S²> = 6.03
Energy = -1311.8689 hartree
Orbital gap (spin up / spin down) = 4.98 / 5.66 eV


[3]
A cluster of 2 separate species, C9H16N3 in total, computed with the ωB97M-V functional and the def2-TZVPD basis.

Last column: natural (NBO) charge in e.
Geometry (Å):
N  2.837  -0.508  -0.065  -0.7698
N  1.957  -0.325  2.009  -0.7465
N  1.570  -2.339  0.941  -0.5522
C  -2.713  -0.635  0.169  -0.6327
C  -0.643  0.698  -0.111  -0.2459
C  -1.575  2.201  -2.156  -0.1754
C  0.293  -2.597  1.696  -0.4255
C  -1.975  0.493  -0.463  0.0073
C  -2.410  1.261  -1.552  -0.2080
C  -0.304  2.504  -1.736  -0.2228
C  2.039  -1.082  0.879  0.6849
C  0.138  1.720  -0.668  -0.1852
H  0.240  3.297  -2.213  0.2313
H  -3.389  -1.189  -0.500  0.2378
H  -0.177  -3.311  0.979  0.2451
H  -1.843  2.664  -3.100  0.2224
H  -0.221  -1.695  1.959  0.2220
H  2.881  0.492  -0.130  0.4422
H  0.461  -3.250  2.546  0.2350
H  1.189  1.762  -0.399  0.1567
H  3.153  -1.252  -0.668  0.4246
H  -3.423  1.262  -1.899  0.2263
H  1.948  0.657  1.745  0.4045
H  0.015  0.046  0.437  0.1596
H  1.808  -2.898  0.137  0.4173
H  -3.393  -0.137  0.858  0.2387
H  -1.987  -1.284  0.664  0.1948
H  1.303  -0.597  2.728  0.4134

Energy relative to the best compared isomer or geometry (same formula, charge and spin) = 2.196 eV
HOMO level = -12.04 eV
Energy = -516.5451 hartree
Orbital gap = 8.96 eV
Total charge = +1